[1]
Molecular formula: C25H29BiN2O5Si
Method: DFT, the ωB97M-V functional and the def2-TZVPD basis

Positions of all 63 atoms, in Å:
Bi  0.2156  1.9941  0.1370
O  6.9030  2.9412  0.6469
C  5.5541  2.6196  0.5432
C  4.9667  2.4464  -0.6894
C  3.6110  2.1170  -0.7167
N  2.8977  2.0204  0.4049
C  3.4591  2.1037  1.6013
C  4.7978  2.4510  1.7189
C  2.5720  1.7843  2.8065
O  3.1768  1.7291  3.8777
O  1.3498  1.6244  2.5232
C  2.9491  1.6443  -2.0076
O  3.7003  1.4405  -2.9351
O  1.7077  1.4952  -1.9578
H  7.1875  3.2298  -0.2240
H  5.4901  2.5372  -1.6530
H  5.2895  2.4250  2.6744
N  -2.1450  2.9510  -2.4422
C  -1.3439  2.5758  -1.6875
C  -1.8583  1.6904  1.3010
C  -3.0842  1.6201  1.1658
C  -4.4124  1.3142  0.7959
C  -4.8339  1.4939  -0.5286
C  -6.1218  1.1326  -0.8462
C  -6.9504  0.5176  0.1103
C  -6.5068  0.2724  1.4018
C  -5.2371  0.6760  1.7405
H  -4.2190  1.9652  -1.2842
H  -6.4910  1.2887  -1.8486
H  -7.9533  0.1928  -0.1134
H  -7.1287  -0.1678  2.1844
H  -4.7824  0.4803  2.7314
C  -1.2573  -1.3053  1.4783
Si  0.0034  -0.7787  0.1395
C  -0.8239  -1.5079  -1.4965
C  0.1188  -1.5370  -2.7159
C  -2.0027  -0.5977  -1.8320
C  -1.4006  -2.9022  -1.2916
C  1.6173  -1.7387  0.6186
C  1.4784  -3.2573  0.2938
C  2.8077  -1.2142  -0.1346
C  1.8873  -1.5671  2.1077
H  -1.4471  -2.3869  1.3666
H  -2.1846  -0.7935  1.2886
H  -0.8249  -1.0962  2.4346
H  0.6902  -0.5885  -2.7537
H  -0.4316  -1.6722  -3.6492
H  0.8266  -2.3595  -2.6742
H  -1.6017  0.2880  -2.2444
H  -2.5945  -0.3403  -0.9263
H  -2.6816  -1.0477  -2.5736
H  -0.6247  -3.5906  -1.0316
H  -1.8018  -3.2429  -2.2807
H  -2.1778  -2.9356  -0.5191
H  1.3945  -3.3696  -0.7945
H  0.6237  -3.7340  0.7687
H  2.4064  -3.7139  0.6037
H  2.5901  -1.1297  -1.2062
H  3.7067  -1.8345  -0.0238
H  3.0694  -0.1992  0.1526
H  1.1703  -2.1125  2.7583
H  1.8055  -0.5030  2.3885
H  2.8989  -1.8380  2.3171

The total charge is -2.



[2]
Molecular formula: C8H6BiBr2Cl2O6Se4
Method: DFT, the ωB97M-V functional and the def2-TZVPD basis

Positions of all 29 atoms, in Å:
Bi  -1.2918  -0.1661  1.0145
Br  2.2700  -0.4870  2.8884
C  1.8796  -2.2823  2.3149
Br  2.0258  -2.5419  0.4087
H  0.8633  -2.5278  2.6006
H  2.5927  -2.9419  2.7860
O  -0.7348  -4.1108  2.1041
Cl  -1.9534  -3.3453  2.0566
O  -3.0272  -4.0461  2.6851
O  -1.7353  -2.0630  2.7702
O  -2.2842  -3.0157  0.6809
Cl  2.1447  2.1976  -5.3469
C  1.7479  1.7706  -3.6969
C  2.6795  1.0347  -2.9312
C  2.3995  0.6801  -1.6445
C  1.1481  1.0135  -1.0237
O  0.9106  0.6813  0.1789
C  0.2358  1.7708  -1.8236
C  -1.0033  2.2203  -1.2915
O  -1.5408  1.8835  -0.2321
C  0.5636  2.1467  -3.1484
H  3.6270  0.7649  -3.3815
H  3.1171  0.1303  -1.0489
H  -1.5367  2.9798  -1.8876
H  -0.1499  2.7276  -3.7233
Se  -1.2061  1.4836  3.0531
Se  -3.4769  1.7993  3.5782
Se  -4.3383  2.1838  1.4710
Se  -3.9265  0.0594  0.5892

The total charge is -1. The value obtained for the energy above the lowest of the compared OMol25 structures with the same formula, charge and spin is 6.98 kcal/mol.



Values of LUMO, in order: 4.4; 2.2, all in eV.